(1)
{"formula": "C3H10N5", "method": "ωB97M-V/def2-TZVPD", "symbols": ["C", "C", "C", "N", "N", "N", "N", "N", "H", "H", "H", "H", "H", "H", "H", "H", "H", "H"], "coordinates": [[-0.4967, 0.4938, 2.7657], [0.0867, 0.0822, 1.6108], [-1.7045, 0.4025, -1.8166], [-0.2888, 0.2287, 0.3788], [0.3186, -0.2127, -0.6726], [0.4296, 0.1069, -2.9573], [-0.2346, 0.0612, -1.8037], [1.6153, -0.9469, 1.9650], [0.0836, 0.4979, 3.6507], [-1.3735, 1.0005, 2.8632], [-2.1457, -0.2480, -2.4938], [-2.0308, 0.2506, -0.7998], [-1.8724, 1.4365, -2.1440], [0.2832, -0.8070, -3.4957], [1.4144, 0.4741, -2.9802], [1.7863, -1.4567, 1.1144], [2.4656, -0.4401, 2.1219], [1.3984, -1.5546, 2.6851]], "e_above_lowest_kj_mol": 477.0, "charge": 1, "energy_ha": -393.6763, "spin_multiplicity": 1, "orbital_gap_ha": 0.3008}

=====

(2)
{"formula": "C3H10NO", "method": "ωB97M-V/def2-TZVPD", "symbols": ["C", "O", "H", "H", "H", "C", "C", "N", "H", "H", "H", "H", "H", "H", "H"], "coordinates": [[0.8766, 1.9730, 0.2824], [0.9210, 1.7490, -1.0618], [1.8041, 1.6811, 0.9110], [-0.0184, 1.4786, 0.6775], [0.7527, 3.0425, 0.5524], [-0.6444, -1.3368, 0.9071], [-0.8753, -1.1587, -0.5766], [0.4490, -0.7756, -1.1535], [0.2824, -0.8441, 1.2446], [-0.7361, -2.3199, 1.4132], [-1.4403, -0.8430, 1.4968], [-1.5367, -0.3008, -0.7723], [-1.2787, -1.8648, -1.3160], [1.1186, -0.2427, -0.6124], [0.3255, -0.2379, -1.9924]], "e_above_lowest_kj_mol": 176.7, "charge": -1, "energy_ha": -250.2241, "spin_multiplicity": 1, "orbital_gap_ha": 0.2258}

=====

(3)
{"formula": "C3H10NO", "method": "ωB97M-V/def2-TZVPD", "symbols": ["C", "C", "C", "O", "N", "H", "H", "H", "H", "H", "H", "H", "H", "H", "H"], "coordinates": [[-1.4746, 0.9540, 0.6090], [-1.9668, 0.3243, -0.5744], [-3.0704, -0.4522, -0.8441], [1.1425, -0.6972, 0.8992], [3.8126, 0.1998, -0.2249], [-2.2780, 1.0008, 1.3927], [-0.9553, 1.9166, 0.5486], [-1.3237, 0.2820, -1.4583], [-2.9624, -0.8775, -1.8331], [-3.8343, -0.8268, -0.1959], [0.2130, -0.4425, 0.8268], [1.1825, -1.5200, 1.3980], [2.8652, -0.0364, 0.0228], [4.1591, -0.3034, -1.0207], [4.4905, 0.4784, 0.4544]], "e_above_lowest_kj_mol": 68.5, "charge": 0, "energy_ha": -250.1907, "spin_multiplicity": 2, "orbital_gap_ha": [0.3555, 0.2803]}

=====

Number 1: maximum force 4.39 eV/Å. Number 2: maximum force 3.29 eV/Å. Number 3: maximum force 3.40 eV/Å.